Record 1
This record from the Open Molecules 2025 dataset describes a gas-phase ion, C24H35N2O4 (charge +1) at a distorted geometry. The level of theory is wB97M-V/def2-TZVPD.

The geometry in XYZ format:
```
65
Properties=species:S:1:pos:R:3:mulliken_charge:R:1
C -2.06 -1.54 -0.12 0.2850
H 2.58 2.78 -1.54 0.4209
H -6.07 -0.35 1.76 0.2617
C 2.09 -3.54 -2.35 -0.4477
C 1.88 4.82 2.92 -0.5251
H 1.83 -4.51 -2.87 0.3070
C 1.33 -1.21 2.42 -0.7979
H 1.37 -2.78 -2.77 0.3246
H -1.94 1.18 0.58 0.5664
H 4.49 -0.29 -2.76 0.3095
C -5.00 -2.15 1.78 -0.5729
H 3.04 -1.86 1.20 0.4040
H 1.69 -4.71 -0.43 0.5827
C -0.51 1.62 -1.07 0.0908
C 0.50 -2.86 -0.51 0.1902
C 1.53 5.03 0.38 -0.7162
H 2.72 -0.35 -2.30 -0.2661
H -1.08 3.67 -0.24 0.3147
H -2.80 -3.48 -0.51 0.2681
H -0.20 1.03 1.12 -0.2113
C 1.96 3.37 2.76 -0.5480
H -0.74 -4.63 -0.89 0.4318
O 0.89 1.67 -1.29 -0.1884
N -5.69 -1.00 2.46 -0.5799
H 1.37 5.64 -0.53 0.3281
H -2.42 2.75 -1.17 0.4540
C 0.45 -1.40 -0.19 0.4590
C -1.32 2.96 -1.09 -1.5365
C 1.50 2.95 -1.23 -0.8939
H -4.94 -0.50 2.94 0.2890
H 3.16 0.19 -3.95 0.3176
O 1.67 -0.77 -0.08 -0.1787
N -1.97 -2.89 -0.42 0.1765
H -5.57 -1.23 -0.11 0.3358
H -1.05 3.54 -2.02 0.3640
H -0.95 0.98 -1.89 0.3649
H 2.10 2.73 3.66 0.3765
C 1.83 -3.64 -0.77 -0.7541
C 1.68 5.62 1.71 -0.4399
C -4.67 -1.81 0.26 -1.0543
C 1.84 2.77 1.42 0.3978
H 1.12 3.70 -1.98 0.3083
C 2.31 -0.99 1.21 -0.7870
C 3.35 -2.01 -3.59 0.4423
H -3.35 -0.26 1.07 0.2590
H 2.94 -0.09 1.46 0.5196
H 1.92 1.67 1.33 0.0457
H 1.64 6.73 1.81 0.3354
O 3.41 -3.07 -2.65 -0.3709
H -3.69 -0.10 -0.70 0.2801
C -0.92 0.85 0.28 -0.4549
H -4.63 -2.73 -0.37 0.4308
C 3.46 -0.52 -3.13 -0.1576
H 2.71 -3.18 -0.28 -0.0119
H 0.92 -2.25 2.43 0.3059
C -0.85 -0.70 -0.01 -0.0178
H -4.11 -2.51 2.35 0.2835
O 3.24 -2.22 -4.76 -0.4955
H 2.00 5.27 3.94 0.3510
C 1.61 3.56 0.22 0.7340
C -3.43 -0.84 0.10 -0.2690
H 0.46 -0.50 2.41 0.1661
H 1.88 -1.07 3.40 0.4023
H -5.76 -2.99 1.81 0.3002
C -0.76 -3.54 -0.62 -0.5094
```

Results
Energy relative to the best compared isomer or geometry (same formula, charge and spin) ... 320.6 kJ/mol
SMILES ... CCOc1c(CCOC(C)=O)c[nH+]c(CCCN)c1C[C@@H](C)OCc1ccccc1
Total charge ... +1
Electronic energy ... -36615.9754 eV
Orbital gap ... 7.34 eV

Record 2
This record from the Open Molecules 2025 dataset describes C24H35N3O4 in the gas phase at a distorted geometry. The level of theory is wB97M-V/def2-TZVPD.

The geometry in XYZ format:
```
66
Properties=species:S:1:pos:R:3:mulliken_charge:R:1
H -1.72 -1.09 1.64 0.1732
H -1.44 0.89 -1.85 0.3010
C -1.52 1.07 1.51 -1.1232
H 2.16 1.69 -2.14 0.4444
H -1.40 -1.36 -0.77 0.2177
H -6.18 -3.09 3.80 0.2609
C -5.51 -1.17 5.75 -0.6433
H -0.20 -0.99 -2.90 0.3561
H 4.13 0.44 -4.77 0.3845
H -0.44 1.04 1.64 0.4220
O -4.17 -2.55 1.62 -0.7201
N 1.57 -0.29 -1.95 0.5089
H -5.39 0.32 4.15 0.2768
C 3.87 -0.06 -2.72 -0.0719
C -5.16 -2.87 4.13 -0.6105
C -4.82 -0.52 4.54 -0.4284
O 7.50 1.66 -1.88 -0.4830
O 6.57 1.66 -4.61 -0.4527
H -4.51 -3.67 3.78 0.3312
H 0.70 1.29 -3.07 0.3234
H 7.58 2.38 0.05 0.2420
H 5.12 2.17 -6.01 0.3511
C -3.67 -0.21 1.85 0.5518
H -1.90 1.94 2.07 0.4798
H 0.93 1.46 -0.03 0.2218
C -0.93 0.76 -0.89 -0.3493
H -3.54 -0.91 -0.18 0.1552
H -4.09 -2.78 6.01 0.2890
C 7.52 1.42 -0.49 -0.3008
H -5.00 0.03 0.16 0.4825
C -3.92 -0.04 0.35 -0.6503
H 0.12 2.64 -1.07 0.3324
H 0.03 -0.87 0.15 0.2546
H -4.13 0.62 2.39 0.2952
C 0.37 -1.10 -1.95 -1.3112
C 1.23 1.12 -2.11 -0.6418
H 5.92 0.60 -6.28 0.3435
C 6.06 1.63 -5.93 -0.8668
C -4.22 -1.55 2.32 -0.1395
C 5.61 0.58 -1.27 1.1119
C -5.11 -2.64 5.64 -0.6351
C 4.39 -0.02 -1.43 -1.4226
H -1.95 -0.24 3.17 0.4017
H 2.66 -1.81 -2.83 0.4304
C 6.32 1.13 -2.33 1.5794
H -5.78 -3.30 6.18 0.3636
N -1.82 1.30 0.11 0.2624
H 6.81 2.12 -6.54 0.2356
C -0.53 -0.72 -0.78 -0.0352
H -3.70 2.10 0.37 0.4510
C 2.54 -0.72 -2.94 -1.2499
C -3.24 1.24 -0.14 -1.1226
H 2.19 -0.53 -3.97 0.2779
C -2.15 -0.20 2.10 -0.4846
C 0.37 1.59 -0.95 -1.0783
H -6.59 -1.07 5.66 0.3027
H 3.84 -0.44 -0.60 0.4841
N -4.72 -1.60 3.57 0.1962
H 8.39 0.80 -0.23 0.2390
H -3.82 -0.16 4.81 0.2259
C 5.82 1.10 -3.62 0.0427
H -3.41 1.37 -1.21 0.5008
O 6.33 0.75 -0.11 -0.4999
H 0.67 -2.15 -1.86 0.4417
H -5.20 -0.71 6.69 0.3782
C 4.57 0.49 -3.79 -0.6032
```

Results
Energy relative to the best compared isomer or geometry (same formula, charge and spin) ... 364.6 kJ/mol
SMILES ... COc1cc(CN2CCC(N3CCC(C(=O)N4CCCC4)CC3)CC2)cc2c1OCO2
Electronic energy ... -38115.9139 eV
Orbital gap ... 8.61 eV